No. 1
Below is C7H10N4OPS as an isolated structure at a distorted geometry, with properties calculated with ωB97M-V/def2-TZVPD.

```
24
Properties=species:S:1:pos:R:3:forces:R:3
H -2.417 -1.726 1.190 1.392 0.714 0.304
C 0.169 0.317 1.023 1.633 0.749 0.850
H -2.513 1.446 -1.641 0.882 0.827 -0.486
H -1.208 0.814 -2.879 -0.788 0.755 0.991
C 1.232 0.779 0.259 -1.072 0.808 1.439
N 2.800 0.321 -1.579 0.337 1.198 0.394
S 0.163 0.334 2.768 0.678 -0.154 -0.014
C -1.371 -1.353 1.453 -3.133 -0.839 1.696
O -2.152 -1.651 -1.374 -0.448 0.101 0.233
C -1.296 -0.762 2.841 0.028 1.375 -0.729
H -0.584 1.706 -1.475 -0.410 0.703 0.370
H 3.523 0.998 -1.255 -0.984 -0.926 -0.344
C 2.180 1.646 0.854 0.910 0.255 0.227
C -1.454 1.175 -1.831 -0.496 -3.400 -0.313
N 0.816 -0.665 -1.559 -4.227 -2.160 -0.605
C 1.579 0.180 -0.963 2.542 -1.046 -2.813
P -1.405 -0.482 -0.969 3.847 1.247 -3.601
N 3.057 2.284 1.245 -0.421 -0.078 -0.047
H 1.165 -1.423 -2.210 -0.307 1.697 1.028
H -0.754 -2.177 1.483 1.562 -2.069 -0.578
H -2.055 -0.052 2.943 -1.613 0.933 0.296
H -1.380 -1.395 3.705 0.638 -0.606 0.037
H 2.793 0.049 -2.578 0.337 0.442 1.253
N -0.886 -0.362 0.547 -0.891 -0.526 0.413
```
Forces are in eV/Å.

Calculated values
Charge   +1
Molar mass   229.23 g/mol
F_max   5.41 eV/A

Löwdin atomic charge list, values in e, 8 entries: number 1, H, carries 0.165; number 2, C, carries -0.485; number 3, H, carries 0.077; number 4, H, carries 0.091; number 5, C, carries -0.209; number 6, N, carries 0.170; number 7, S, carries 1.102; number 8, C, carries -0.225

***

No. 2
Below is an isolated ion of composition C7H10NO and charge +1 at a distorted geometry, with properties calculated with ωB97M-V/def2-TZVPD.

```
19
Properties=species:S:1:pos:R:3:forces:R:3
N -1.781 -0.586 0.069 -1.451 1.483 -0.624
H 2.352 0.615 -0.032 -0.514 1.018 -0.287
H 2.579 -1.492 0.154 0.177 0.312 -0.619
C 1.454 1.129 -0.462 3.322 1.067 -2.622
C 1.678 -1.932 0.537 -1.725 1.867 0.204
H 1.417 2.204 -0.211 -0.021 -0.613 0.233
H 1.615 -2.952 0.257 -0.257 -0.921 -0.243
H -1.287 -2.585 0.213 0.251 -0.125 0.291
H 1.826 -1.862 1.621 -0.333 -0.145 0.103
O -3.025 -0.566 -0.090 2.765 -0.814 0.620
H 1.699 1.157 -1.663 -0.887 -0.339 2.765
C -0.887 -1.582 0.212 -2.570 -2.397 0.045
H -2.723 1.713 0.361 1.454 1.244 -0.840
C 0.322 0.347 -0.110 -2.843 -1.819 0.628
C -1.009 0.684 -0.049 1.875 -0.587 -0.716
C -1.720 1.938 -0.168 -0.559 -0.296 2.554
H -1.031 2.674 0.335 -1.230 -0.259 -0.367
C 0.384 -1.120 0.204 2.917 0.942 -0.055
H -1.861 2.216 -1.180 -0.370 0.384 -1.072
```
Forces are in eV/Å.

Calculated values
Charge   +1
Molar mass   124.16 g/mol
F_max   4.36 eV/A
SMILES   CC1=C[N+](=O)C(C)=C1C

Löwdin atomic charge list, values in e, 8 entries: number 1, N, carries -0.097; number 2, H, carries 0.091; number 3, H, carries 0.076; number 4, C, carries -0.032; number 5, C, carries 0.045; number 6, H, carries 0.101; number 7, H, carries 0.084; number 8, H, carries 0.167

***

No. 3
Below is an isolated ion of composition C7H10NO3S2 and charge +1 at a distorted geometry, with properties calculated with ωB97M-V/def2-TZVPD.

```
23
Properties=species:S:1:pos:R:3:forces:R:3
H 1.745 1.352 2.185 -0.370 -0.593 2.409
H -2.566 -3.002 -0.647 1.858 1.204 0.463
N 0.682 0.954 -0.677 -0.518 0.790 0.476
H -3.948 -0.607 1.419 -0.786 0.328 -1.491
C -1.257 -1.226 -0.005 -1.159 -1.453 -0.077
H 0.360 0.439 -2.448 -1.227 0.208 1.514
O -0.575 1.970 0.981 -1.397 0.857 0.683
C 2.777 0.834 0.366 0.002 0.127 -0.166
O -0.248 0.627 -1.639 1.263 0.496 -1.401
S -3.986 -0.267 0.044 1.182 -0.595 1.900
H 2.091 2.776 1.264 0.662 1.727 0.100
H 3.194 -0.103 0.840 -0.342 1.321 -0.176
S -2.401 1.369 0.467 -0.382 -0.583 -0.092
O 2.152 -0.393 -1.690 0.444 -0.775 -1.287
C -2.151 -0.311 0.164 -2.088 1.680 0.053
C 1.840 1.767 1.252 -0.729 -2.834 -3.893
H -0.286 -0.871 0.112 1.593 -0.109 0.311
C 1.928 0.361 -0.811 0.695 0.849 2.061
H -0.997 -3.397 0.271 -0.786 1.479 -1.271
C -1.480 -2.620 -0.458 -0.089 -2.551 0.067
H -0.920 -2.711 -1.421 -0.441 -0.209 0.627
H 3.568 1.443 -0.082 0.232 -0.381 0.253
C 0.479 1.615 0.513 2.383 -0.982 -1.064
```
Forces are in eV/Å.

Calculated values
Charge   +1
Molar mass   220.30 g/mol
F_max   4.87 eV/A

Löwdin atomic charge list, values in e, 8 entries: number 1, H, carries 0.102; number 2, H, carries 0.113; number 3, N, carries -0.027; number 4, H, carries -0.008; number 5, C, carries -0.229; number 6, H, carries 0.187; number 7, O, carries -0.110; number 8, C, carries -0.007

***

No. 4
Below is one molecule with the formula C7H10NOPS at a distorted geometry, with properties calculated with ωB97M-V/def2-TZVPD.

```
21
Properties=species:S:1:pos:R:3:forces:R:3
P -0.416 -1.253 -0.113 0.309 1.909 -2.017
C 0.245 -0.447 -1.844 -0.968 -1.241 2.223
C 4.316 1.120 0.526 -0.639 -0.239 -0.248
H -0.342 0.173 2.331 -0.112 0.109 0.048
H -2.019 -0.387 2.491 -0.037 0.020 -0.016
N -1.350 0.018 0.517 0.795 -0.845 -0.203
H -0.520 0.205 -2.259 -0.054 -0.033 -0.016
H 0.426 -1.293 -2.507 0.030 0.023 -0.112
H 1.885 1.009 -2.140 0.130 0.068 0.029
H 5.222 1.529 0.861 0.499 0.239 0.191
C -2.658 0.102 -0.105 -0.198 0.184 -0.204
C 1.476 0.274 -1.460 0.147 0.103 0.074
C 2.086 0.047 -0.293 -0.624 -0.330 -0.294
O -1.054 -2.570 -0.184 -0.088 -0.350 0.023
S 1.440 -1.173 0.846 0.062 -0.003 0.040
H -2.609 -0.355 -1.095 -0.201 0.092 -0.019
H -1.680 1.314 2.099 0.000 0.006 0.078
C 3.280 0.662 0.129 0.781 0.345 0.248
H -2.940 1.155 -0.211 -0.056 -0.089 -0.013
C -1.353 0.285 1.939 0.101 0.060 0.242
H -3.434 -0.417 0.471 0.124 -0.027 -0.054
```
Forces are in eV/Å.

Calculated values
Molar mass   187.20 g/mol
F_max   2.79 eV/A
SMILES   C#CC1=CC[P@](=O)(N(C)C)S1

Löwdin atomic charge list, values in e, 8 entries: number 1, P, carries 0.451; number 2, C, carries -0.192; number 3, C, carries 0.146; number 4, H, carries 0.041; number 5, H, carries 0.088; number 6, N, carries -0.380; number 7, H, carries 0.077; number 8, H, carries 0.088

***

No. 5
Below is one molecule with the formula C7H10NOPS2 at a distorted geometry, with properties calculated with ωB97M-V/def2-TZVPD.

```
22
Properties=species:S:1:pos:R:3:forces:R:3
H -0.785 -1.403 0.629 0.018 -0.029 0.022
P -0.275 1.537 0.717 2.682 1.128 -0.637
O 0.469 -0.680 2.542 -0.737 -0.254 -0.205
H -1.294 3.543 0.965 0.012 -0.036 -0.057
H -0.903 -2.957 -1.274 -0.022 -0.071 -0.006
C -0.788 -1.898 -1.455 -0.010 -0.108 -0.013
H -2.435 2.310 0.961 -0.063 -0.004 -0.148
C -0.559 0.331 -0.617 0.234 0.215 0.500
H -0.457 0.315 -3.990 -0.008 0.017 -0.062
C 1.798 -0.359 2.908 0.683 0.274 0.123
H 2.231 0.357 2.205 -0.008 -0.051 0.095
H 2.341 -1.302 2.858 0.013 0.044 0.049
S 1.600 2.538 0.472 -3.022 -1.556 0.508
C -0.692 -1.418 -2.749 0.000 -0.085 -0.035
H -0.312 1.877 -2.068 0.039 0.059 -0.106
C -0.719 -1.026 -0.381 -0.100 0.049 0.083
S -0.638 0.537 2.577 0.257 0.330 -0.428
N -1.538 2.626 0.609 0.116 -0.002 0.427
C -0.537 -0.059 -2.980 -0.004 0.082 -0.110
H -0.729 -2.106 -3.582 -0.023 -0.022 -0.043
H 1.842 0.047 3.921 -0.027 -0.030 -0.027
C -0.461 0.818 -1.916 -0.028 0.048 0.070
```
Forces are in eV/Å.

Calculated values
Molar mass   219.27 g/mol
F_max   3.44 eV/A
SMILES   COS[P@@](N)(=S)c1ccccc1

Löwdin atomic charge list, values in e, 8 entries: number 1, H, carries 0.078; number 2, P, carries 0.233; number 3, O, carries -0.653; number 4, H, carries 0.046; number 5, H, carries 0.105; number 6, C, carries -0.077; number 7, H, carries 0.051; number 8, C, carries -0.380

***

No. 6
Below is an isolated ion of composition C7H10NS and charge +1 at a distorted geometry, with properties calculated with ωB97M-V/def2-TZVPD.

```
19
Properties=species:S:1:pos:R:3:forces:R:3
C 3.145 -0.568 0.179 0.445 -4.950 -1.477
S 0.373 2.247 -0.377 0.444 -1.536 0.825
H -1.896 -1.415 1.259 -0.411 0.361 -1.092
H -2.402 -1.040 -0.478 -1.286 0.197 -0.464
H -2.681 1.767 -0.244 -3.249 -0.312 -3.041
C -2.073 1.754 0.542 3.043 -0.103 0.142
H -2.443 1.311 1.383 -1.273 -1.394 2.032
H 3.726 -0.823 -0.770 -0.879 1.041 0.843
C -0.804 1.115 0.112 1.735 -1.064 -0.076
H 3.108 -1.652 0.596 -0.086 2.051 -0.071
C 1.802 -0.034 0.008 -0.322 1.227 -0.850
C -1.618 -1.310 0.168 0.100 1.770 2.876
H 3.654 0.095 0.776 1.723 1.105 1.387
H 2.633 1.836 -0.698 2.404 1.251 -0.732
H -1.900 2.760 0.761 0.369 1.703 0.531
N 0.744 -0.856 0.127 -1.244 2.595 -0.253
C -0.524 -0.313 0.124 1.712 0.937 -0.187
H -1.229 -2.236 -0.029 1.003 -2.320 -0.975
C 1.814 1.370 -0.319 -4.228 -2.558 0.582
```
Forces are in eV/Å.

Calculated values
Charge   +1
Molar mass   140.23 g/mol
F_max   5.18 eV/A

Löwdin atomic charge list, values in e, 8 entries: number 1, C, carries -0.038; number 2, S, carries 1.251; number 3, H, carries 0.140; number 4, H, carries 0.087; number 5, H, carries 0.064; number 6, C, carries -0.058; number 7, H, carries 0.083; number 8, H, carries 0.134

***

No. 7
Below is C7H10O2 as an isolated structure at a distorted geometry, with properties calculated with ωB97M-V/def2-TZVPD.

```
19
Properties=species:S:1:pos:R:3:forces:R:3
C -0.002 -0.874 -0.007 0.726 -0.679 -2.816
O -2.018 -1.117 0.272 0.213 2.051 2.530
O -0.541 1.911 -0.154 1.179 -0.690 0.403
C -1.344 1.071 0.680 -2.799 1.918 5.320
C -0.927 -0.265 1.036 1.781 -4.961 0.730
H 1.865 0.780 1.153 0.628 0.812 -0.812
C 1.199 -0.191 -0.634 2.094 -3.348 -2.150
C 2.294 0.246 0.283 0.956 -3.021 3.799
H 0.207 -2.010 0.086 -0.530 2.058 0.564
C -1.449 1.000 -0.710 -3.700 -1.408 -4.793
H 1.017 0.527 -1.425 -0.538 0.334 0.298
C -1.268 -0.669 -0.866 0.180 1.440 2.185
H 2.716 -0.666 0.935 -1.446 0.863 -1.203
H 1.555 -1.150 -1.268 -0.063 2.191 0.986
H -1.976 1.364 1.711 1.117 0.737 -3.545
H 3.320 0.449 -0.004 -0.410 1.395 -0.913
H -1.848 -1.157 -1.600 0.715 -0.333 -2.215
H -0.612 -0.607 2.061 -1.254 0.713 -0.660
H -2.188 1.358 -1.549 1.151 -0.072 2.291
```
Forces are in eV/Å.

Calculated values
Molar mass   126.15 g/mol
F_max   6.31 eV/A

Löwdin atomic charge list, values in e, 8 entries: number 1, C, carries -0.227; number 2, O, carries -0.063; number 3, O, carries 0.047; number 4, C, carries -0.257; number 5, C, carries -0.164; number 6, H, carries 0.077; number 7, C, carries -0.256; number 8, C, carries -0.119

***

No. 8
Below is C7H10O3P as an isolated structure at a distorted geometry, with properties calculated with ωB97M-V/def2-TZVPD.

```
21
Properties=species:S:1:pos:R:3:forces:R:3
P 0.571 1.440 0.560 1.073 -1.647 0.009
C 0.038 1.013 -1.087 -5.403 -5.719 2.036
H 0.414 -0.491 2.178 0.013 0.068 -0.007
H -1.752 -0.374 1.155 -0.066 -0.067 -0.084
H -3.073 -0.696 -1.496 -0.040 -0.044 0.010
H 1.192 -0.959 0.648 0.000 0.040 -0.036
O 0.715 3.067 -1.054 0.272 0.874 -0.157
H 2.660 1.363 1.773 -0.010 -0.041 0.022
O -0.252 2.451 -3.007 -0.296 0.102 -0.732
C -0.959 -0.779 0.510 0.053 -0.354 0.056
C -2.054 -0.639 -1.891 -0.110 0.076 -0.030
C 0.139 2.278 -1.861 0.073 -0.186 -0.215
C 0.391 -0.361 1.094 -0.079 0.420 0.171
H 2.591 2.733 0.629 0.061 -0.014 -0.021
H 2.932 1.090 0.030 0.050 -0.044 -0.081
C 2.384 1.674 0.765 -0.646 0.163 -0.122
H -1.785 -1.636 -2.256 -0.040 -0.050 0.021
O -0.261 2.275 1.449 -0.466 0.507 0.637
C -1.109 -0.204 -0.850 5.667 5.790 -1.412
H -1.083 -1.874 0.490 -0.085 0.096 0.008
H -2.029 0.056 -2.727 -0.021 0.028 -0.073
```
Forces are in eV/Å.

Calculated values
Charge   -1
Molar mass   173.13 g/mol
F_max   8.22 eV/A

Löwdin atomic charge list, values in e, 8 entries: number 1, P, carries 0.568; number 2, C, carries -0.056; number 3, H, carries 0.073; number 4, H, carries 0.119; number 5, H, carries 0.078; number 6, H, carries 0.076; number 7, O, carries -0.099; number 8, H, carries 0.034

***

Energy above the lowest of the compared OMol25 structures with the same formula, charge and spin
In order: 116.4, 377.3, 191.1, 152.1, 0.0, 0.0, 630.0, 116.3
Unit: kJ/mol
DFT total energy
In order: -35546.0617, -10947.5650, -36713.5891, -31081.6789, -41918.3349, -19737.8430, -11509.3274, -22852.9586
Unit: eV